# 1
Here is a molecular structure, C5H8O at a distorted geometry from the OMol25 dataset. Energies are from ωB97M-V with the def2-TZVPD basis set.

Computed properties:
F_max   1.42 eV/Å
Electronic energy   -7356.2706 eV
Orbital gap   9.2 eV
Charge   0
LUMO   0.03900 hartree
Energy above the lowest of the compared OMol25 structures with the same formula, charge and spin   5.9847 eV

Element x y z (Å)
H -1.59953 1.66772 0.51613
C 0.03503 0.43488 -0.61953
H 1.45519 0.00565 1.23552
C 1.81941 0.55761 0.38580
C -0.41176 -1.03365 -0.76377
H -2.71110 -0.85350 -0.19176
C -1.09718 0.72848 0.30605
H -0.56680 -1.38012 -1.79097
H 1.07293 0.92198 -0.72461
C -1.67052 -0.59740 -0.00358
H 2.64526 0.04759 -0.12626
H 2.13510 1.57327 0.66384
H 0.15795 -1.77843 -0.19936
O -1.26397 -0.29408 1.31249

***

# 2
Here is 2 unconnected molecules or ions with the total composition C5H8O from the OMol25 dataset. Energies are from ωB97M-V with the def2-TZVPD basis set.

Computed properties:
F_max   0.66 eV/Å
Electronic energy   -7358.0459 eV
Orbital gap   8.7 eV
Charge   0
LUMO   0.01689 hartree
Energy above the lowest of the compared OMol25 structures with the same formula, charge and spin   4.2094 eV

Element x y z (Å)
H 2.97196 0.04602 -0.84216
C -0.49733 0.12550 -0.03680
H 0.57148 1.95059 -0.52198
H 2.96562 0.33993 -0.13108
H -0.68042 -1.33939 1.58244
H 0.03811 -1.97060 0.07716
H -1.94920 1.21016 -1.17660
C 1.58797 0.50623 0.89403
C 0.52236 0.99413 -0.01019
C -0.05905 -1.08604 0.71950
O 1.22767 -0.71966 1.24101
C -1.85420 0.26325 -0.63945
H -2.62139 0.23771 0.14468
H -2.06888 -0.55851 -1.33080

***

# 3
Here is C5H8O in the gas phase from the OMol25 dataset. Energies are from ωB97M-V with the def2-TZVPD basis set.

Computed properties:
F_max   0.48 eV/Å
Electronic energy   -7359.8915 eV
Orbital gap   9.7 eV
Charge   0
LUMO   0.03589 hartree
Energy above the lowest of the compared OMol25 structures with the same formula, charge and spin   2.3637 eV

Element x y z (Å)
C -1.31405 -1.28660 -0.80299
H -1.63551 -1.19854 -1.84007
H -1.34454 -2.30669 -0.42052
H -0.13409 1.03422 1.73677
C -0.34376 -0.32835 -0.24318
H -2.27942 0.67471 -0.25905
H 2.66137 0.41296 0.82418
C -1.75636 -0.18943 0.14580
C 2.15562 0.50234 -0.14491
C 0.68802 0.41326 0.13183
H -2.03644 -0.45680 1.16409
H 2.35359 1.52442 -0.49219
O 0.41350 1.42291 1.04773
H 2.57206 -0.21840 -0.84748

***

# 4
Here is a molecular structure, C5H8O at a distorted geometry from the OMol25 dataset. Energies are from ωB97M-V with the def2-TZVPD basis set.

Computed properties:
F_max   2.86 eV/Å
Electronic energy   -7356.9341 eV
Orbital gap   9.3 eV
Charge   0
LUMO   0.03465 hartree
Energy above the lowest of the compared OMol25 structures with the same formula, charge and spin   5.3211 eV

Element x y z (Å)
C -1.46092 -0.41372 0.07538
H 1.56707 -0.53547 1.31965
H -2.33669 -0.97222 0.37634
H 0.73628 1.03866 -1.23215
C 1.68011 0.22655 0.53601
H -2.28803 1.59264 0.12653
H 1.96172 1.16924 1.00619
H 0.14554 -1.82932 -0.29451
C -1.32909 1.02588 -0.07008
H -0.47936 -1.04195 -1.78464
C -0.29057 -0.91470 -0.71316
H 2.55411 -0.08162 -0.07696
O -0.94636 0.35431 1.16801
C 0.48618 0.38171 -0.43660